Density functional theory data (ωB97M-V/def2-TZVPD) for a 12-piece molecular cluster, C47H95NO25S9 overall at a distorted geometry.

The geometry in XYZ format:
```
177
Properties=species:S:1:pos:R:3
O -5.650 3.212 10.384
S -5.276 2.498 9.155
O -4.754 3.282 8.017
C -3.924 1.342 9.710
C -3.976 0.270 8.576
C -5.426 -0.176 8.602
C -6.329 1.093 8.786
H -4.368 1.061 10.665
H -2.966 1.857 9.771
H -3.765 0.767 7.629
H -3.359 -0.621 8.687
H -5.595 -0.749 9.514
H -5.588 -0.689 7.654
H -6.892 1.114 9.719
H -7.128 1.395 8.109
O -15.898 -4.592 9.958
S -15.101 -4.029 11.105
O -15.606 -4.093 12.471
C -13.337 -4.568 10.913
C -12.382 -3.282 11.110
C -13.344 -2.117 11.472
C -14.677 -2.273 10.763
H -13.132 -5.046 9.955
H -13.200 -5.310 11.700
H -11.572 -3.498 11.807
H -11.994 -2.955 10.145
H -12.882 -1.173 11.182
H -13.400 -2.068 12.559
H -14.670 -2.355 9.676
H -15.520 -1.673 11.106
O -17.209 1.148 12.717
S -16.532 1.406 11.431
O -16.735 0.587 10.185
C -17.010 3.118 11.002
C -15.782 3.905 10.661
C -14.572 3.416 11.557
C -14.737 1.889 11.634
H -17.239 3.664 11.917
H -17.868 3.220 10.337
H -15.374 3.639 9.685
H -15.767 4.993 10.602
H -14.587 3.969 12.496
H -13.595 3.595 11.108
H -14.293 1.473 12.538
H -14.178 1.466 10.799
O -8.514 3.790 16.226
S -9.313 4.325 17.331
O -8.732 4.677 18.648
C -10.333 5.653 16.715
C -11.457 4.858 15.944
C -11.800 3.599 16.671
C -10.728 3.267 17.683
H -9.697 6.266 16.076
H -10.665 6.122 17.641
H -12.348 5.481 15.868
H -10.990 4.552 15.008
H -11.982 2.775 15.982
H -12.654 3.761 17.329
H -10.381 2.249 17.510
H -11.007 3.466 18.718
O -12.826 6.249 13.361
S -12.751 7.548 12.671
O -12.713 7.649 11.174
C -14.138 8.585 13.407
C -13.591 9.616 14.312
C -12.099 9.836 14.125
C -11.365 8.560 13.483
H -14.852 7.877 13.828
H -14.758 8.879 12.560
H -13.955 10.581 13.960
H -13.888 9.653 15.360
H -11.523 9.977 15.040
H -11.842 10.701 13.513
H -11.034 8.014 14.367
H -10.484 8.737 12.866
O -9.090 -2.507 12.024
S -8.035 -2.335 11.030
O -8.151 -1.205 10.065
C -6.465 -2.206 11.953
C -5.422 -3.173 11.260
C -6.190 -4.425 10.769
C -7.475 -3.891 10.200
H -6.743 -2.604 12.928
H -6.267 -1.196 12.314
H -4.867 -2.772 10.412
H -4.547 -3.472 11.837
H -6.353 -4.781 11.787
H -5.512 -5.038 10.175
H -8.328 -4.483 9.868
H -7.196 -3.728 9.159
O -11.849 2.315 9.983
S -11.166 2.148 11.295
O -11.663 1.224 12.264
C -9.351 1.977 11.081
C -8.593 3.098 11.806
C -9.531 3.655 12.899
C -10.946 3.785 12.215
H -9.215 1.899 10.003
H -9.146 1.086 11.675
H -7.600 2.849 12.181
H -8.624 3.857 11.025
H -9.123 4.617 13.207
H -9.538 2.968 13.746
H -10.669 4.581 11.525
H -11.813 3.991 12.843
O -3.406 1.904 15.877
S -4.029 2.317 14.563
O -4.379 1.383 13.498
C -5.559 3.376 14.877
C -5.164 4.830 14.886
C -4.073 4.829 13.808
C -3.095 3.739 14.026
H -6.253 3.046 15.650
H -6.151 3.288 13.967
H -6.097 5.340 14.647
H -4.775 5.175 15.844
H -3.674 5.842 13.754
H -4.443 4.659 12.796
H -2.600 4.118 14.920
H -2.351 3.549 13.253
O -10.009 2.580 7.569
S -10.037 4.084 7.632
O -9.042 4.892 8.315
C -10.119 4.735 5.917
C -11.174 5.927 6.083
C -12.299 5.345 6.899
C -11.748 4.699 8.184
H -10.515 3.833 5.450
H -9.148 5.036 5.524
H -10.608 6.757 6.506
H -11.505 6.316 5.120
H -12.562 4.545 6.207
H -13.225 5.891 7.080
H -12.423 3.896 8.481
H -11.731 5.320 9.079
C -13.975 0.496 7.844
C -13.215 1.163 6.665
O -13.435 0.327 5.532
C -14.004 0.763 4.410
O -14.604 1.806 4.222
O -13.962 -0.313 3.617
C -14.573 -0.365 2.394
H -13.734 1.156 8.677
H -13.496 -0.434 8.149
H -15.050 0.383 7.702
H -12.148 1.141 6.884
H -13.457 2.191 6.397
H -14.294 0.311 1.585
H -15.613 -0.563 2.654
H -14.229 -1.354 2.093
C -5.842 -0.233 18.036
C -6.653 0.968 17.651
O -7.876 0.565 17.311
C -8.266 0.448 16.036
O -7.666 0.956 15.057
O -9.416 -0.261 15.950
C -9.879 -0.701 14.706
H -6.507 -1.041 18.343
H -5.081 0.079 18.751
H -5.446 -0.640 17.105
H -6.152 1.633 16.948
H -6.912 1.651 18.460
H -10.482 0.097 14.273
H -10.393 -1.651 14.854
H -9.056 -1.066 14.091
C -9.543 8.336 9.686
N -8.433 7.373 9.885
C -7.869 7.213 11.029
C -6.853 6.085 11.239
O -8.133 7.940 11.983
H -10.288 7.984 10.400
H -9.979 8.248 8.691
H -9.312 9.390 9.844
H -8.272 6.686 9.163
H -7.140 5.319 11.959
H -5.933 6.582 11.546
H -6.517 5.536 10.359
```

Output
max |F| = 6.004 eV/A
frontier orbital gap = 9.44 eV
HOMO = -9.5 eV
energy relative to the best compared isomer or geometry (same formula, charge and spin) = 230.6 kJ/mol
LUMO energy = -0.039 eV
total charge = 0
molar mass = 1362.9 g mol⁻¹
SMILES string = O=S1(=O)CCCC1.O=S1(=O)CCCC1.O=S1(=O)CCCC1.O=S1(=O)CCCC1.O=S1(=O)CCCC1.O=S1(=O)CCCC1.O=S1(=O)CCCC1.O=S1(=O)CCCC1.O=S1(=O)CCCC1.CCOC(=O)OC.CCOC(=O)OC.CNC(C)=O